(1)
Here is a molecular structure, C15H14AsIN4O2PdS5 in a non-equilibrium geometry from the OMol25 dataset. Energies are from ωB97M-V/def2-TZVPD.

Structure (XYZ):
```
43
Properties=species:S:1:pos:R:3:forces:R:3:mulliken_charge:R:1
Pd -1.91865 0.88820 -0.12962 0.8829 -0.7464 -1.2835 0.2776
S -6.56010 -0.37886 -0.19978 0.2030 0.0447 -0.0418 -0.6610
As -4.78798 0.73817 0.18530 -1.6419 -0.1160 0.3785 0.5727
S -3.67200 1.17052 -1.66087 0.3809 -0.1864 0.9141 -0.4771
S -3.25930 -0.43039 1.25208 0.2799 0.5977 -0.6623 -0.4516
S -5.17778 2.52703 1.31213 0.1717 0.0343 -0.0019 -0.6828
C 1.61091 -6.04799 -0.70657 0.0093 0.0829 0.0281 -1.4207
C 1.47761 -4.64142 -0.17285 0.0633 -0.0338 -0.0120 1.0191
C 2.46525 -4.08666 0.63757 -0.0083 0.0238 0.0102 -0.6469
C 2.33899 -2.79490 1.13534 -0.1382 -0.0071 -0.0981 -0.6872
C 1.20988 -2.04886 0.81936 0.1217 -0.2404 -0.0012 0.1353
C 0.20868 -2.58730 0.01690 0.0656 -0.0561 0.1294 -0.3122
C 0.35334 -3.87654 -0.47260 -0.0275 -0.0120 -0.0168 -0.8294
S 1.02969 -0.39791 1.46069 -0.0382 -0.1758 -0.2206 1.0802
O 0.23230 -0.49901 2.64679 -0.0277 0.0434 0.0963 -0.7289
O 2.37482 0.12134 1.58844 0.1790 0.0312 0.0489 -0.7358
N 0.18933 0.32154 0.32936 0.0352 0.4276 0.0033 -0.0920
C 0.71495 0.78777 -0.84758 0.0110 -0.0463 0.3616 0.8474
C 2.04411 0.72578 -1.32306 -0.0455 -0.0246 0.0805 -0.7942
C 2.34177 1.34782 -2.51478 -0.0637 0.0105 -0.0227 -0.3581
C 1.34816 2.01181 -3.23830 0.0866 -0.0687 0.0539 -0.6797
C 0.06696 1.98342 -2.72623 -0.2923 -0.1089 -0.0217 -0.4948
N -0.24570 1.37687 -1.58539 -0.0679 0.2838 0.2606 0.1320
H 2.65171 -6.37662 -0.69586 -0.0201 0.0078 0.0044 0.3532
H 1.24219 -6.11683 -1.73183 0.0063 0.0093 0.0305 0.3478
H 1.03308 -6.75271 -0.10351 -0.0033 0.0050 0.0025 0.2817
H 3.34885 -4.67164 0.87616 -0.0229 0.0244 -0.0098 0.2894
H 3.10817 -2.35078 1.75728 -0.0338 -0.0311 -0.0652 0.4274
H -0.67457 -1.99880 -0.20525 0.0048 -0.0106 -0.0203 0.4668
H -0.42508 -4.29657 -1.10200 0.0186 0.0342 0.0262 0.3668
H 2.80334 0.23018 -0.73608 -0.0336 0.0420 0.0012 0.3977
H 3.35980 1.32455 -2.88835 -0.0044 -0.0071 0.0162 0.3669
H 1.55927 2.52237 -4.16863 -0.0062 -0.0284 0.0246 0.3728
H -0.76386 2.44428 -3.25057 -0.0022 0.0160 0.0442 0.3971
I 0.26583 6.84709 2.50352 0.0106 -0.0110 0.0022 0.0176
C -0.75648 5.13084 1.98173 -0.0632 -0.0785 -0.1262 -0.4697
C -1.79225 4.54120 2.67614 0.0486 -0.0247 -0.0800 -0.3438
N -2.13891 3.45471 1.96791 -0.2552 0.1730 0.0001 0.2755
N -1.42889 3.31752 0.85203 0.2065 0.4559 -0.0538 -0.0203
C -0.57643 4.33018 0.83527 0.1452 -0.0786 0.1760 -0.4275
H -2.29649 4.82449 3.58604 0.0284 -0.0443 -0.0677 0.4117
H -3.03740 2.94252 2.01168 -0.1367 -0.1835 0.0281 0.0430
H 0.13289 4.44361 0.02802 -0.0262 -0.0271 0.0841 0.4342
```
Positions in Å, forces in eV/Å.

Spin multiplicity: 1
E_HOMO: -1.31 eV
Net charge: -2
LUMO energy: 3.5 eV
Energy above the lowest of the compared OMol25 structures with the same formula, charge and spin: 65.0 kJ/mol
E_tot: -5601.941727 a.u.

***

(2)
Here is a molecular structure, C15H14BNO5 in a non-equilibrium geometry from the OMol25 dataset. Energies are from ωB97M-V/def2-TZVPD.

Structure (XYZ):
```
36
Properties=species:S:1:pos:R:3:forces:R:3:mulliken_charge:R:1
O 4.27328 0.10658 -1.16860 -0.2101 -1.7009 1.4005 -0.5216
O 4.17570 -2.01621 -0.60698 -0.1251 1.7014 0.5035 -0.5566
O -1.80533 -1.72728 -1.38979 0.4211 2.5470 -0.3892 -0.4554
O 0.93973 -0.48607 0.37638 1.1533 -0.0084 0.7635 -0.2218
O -0.59495 0.30784 -2.00884 -1.5885 -1.5040 0.7517 -0.5396
B -1.74809 -0.32116 -1.52905 -1.0796 0.3159 0.4901 0.8170
C -5.12053 1.92503 -0.23351 -1.1060 1.3224 0.0463 -0.3930
C 2.71722 0.38356 3.45821 -1.0014 0.4094 1.0625 -0.3918
C -4.98747 0.62587 0.13920 0.1794 -0.9774 0.0682 -0.5346
C -4.18437 2.52876 -1.03666 0.4684 1.8054 -0.1769 -0.4118
C 4.02888 0.26645 3.14068 0.9654 -0.6456 0.4145 -0.6281
C 1.73674 0.07108 2.55173 -0.5885 0.1374 -0.6078 -0.7235
C -3.89897 -0.10471 -0.28421 -0.3852 -0.0925 0.3663 -0.5263
C -3.05539 1.83901 -1.41440 -0.2611 0.6473 -0.3337 -0.5298
C 4.36778 -0.18806 1.89784 0.4785 0.6091 -0.5096 -0.2741
C 2.03004 -0.31438 1.23975 -0.2676 0.1064 -0.5814 -0.0717
C -2.93700 0.52012 -1.04489 0.9098 -0.9912 -0.6575 0.4879
C 3.41252 -0.40907 0.92657 -0.6941 -0.5410 0.0162 0.7218
N 3.99533 -0.81558 -0.38024 0.4782 0.2958 -1.5046 0.8191
C -0.46630 -2.07286 -1.60931 0.7133 -1.4575 -0.5530 -0.5298
C 1.37524 -0.56101 -0.98216 1.6368 -0.0572 -0.1058 -0.8600
C 0.30906 -0.76945 -1.98743 0.1647 -1.2685 -0.2315 0.2045
H -5.98525 2.50865 0.08749 0.1708 -0.2132 -0.0368 0.3468
H 2.47133 0.76345 4.45176 -0.2441 -0.2547 -0.3044 0.3615
H -5.72581 0.13866 0.72009 -0.7159 -0.2546 0.6037 0.4024
H -4.27348 3.60611 -1.29578 -0.0993 -0.9154 0.1197 0.3010
H 4.77366 0.39268 3.90950 0.2401 0.3010 -0.1074 0.3726
H 0.70328 0.20336 2.82723 -0.2115 -0.0829 -0.1196 0.4164
H -3.80215 -1.14938 -0.00478 0.0622 0.1262 -0.1114 0.3501
H -2.30371 2.32799 -2.02650 0.0178 -0.1551 0.0976 0.3585
H 5.40907 -0.21475 1.63651 0.2773 -0.3504 -0.2424 0.3882
H -0.41009 -2.83456 -2.40191 0.0176 0.3204 -0.0246 0.3349
H -0.08339 -2.57944 -0.71456 0.1696 0.4018 -0.0096 0.2303
H 1.91895 0.36551 -1.18211 -0.0026 -0.1439 -0.2335 0.5466
H 2.04763 -1.44178 -1.05222 -0.4703 0.5569 -0.2919 0.2785
H 0.69685 -0.87498 -3.00901 0.5266 0.0108 0.4285 0.4312
```
Positions in Å, forces in eV/Å.

Spin multiplicity: 1
E_HOMO: -9.37 eV
LUMO energy: -0.4 eV
Energy above the lowest of the compared OMol25 structures with the same formula, charge and spin: 452.1 kJ/mol
E_tot: -1035.755117 a.u.

***

(3)
Here is a molecular structure, C15H14ClNO2Zn in a non-equilibrium geometry from the OMol25 dataset. Energies are from ωB97M-V/def2-TZVPD.

Structure (XYZ):
```
34
Properties=species:S:1:pos:R:3:forces:R:3:mulliken_charge:R:1
C 0.92308 -1.20339 -1.75970 -0.6835 -1.1958 -0.0189 -0.3141
C -0.47316 -1.20040 -2.06750 0.3732 -0.6029 0.2545 -0.7184
C -1.16193 -1.87454 -1.00776 0.4521 -0.0951 -0.1344 -0.5061
C -0.18812 -2.30692 -0.05128 0.2530 0.0833 -1.1287 -0.7838
C 1.09756 -1.87302 -0.50632 -0.8010 -0.9477 -0.9338 -0.3253
Zn -0.03690 0.25529 0.00862 2.2412 -0.2202 0.7167 0.1478
C -1.58843 1.63046 -0.81764 -1.7500 0.1672 -0.2283 -0.6568
C -0.36514 1.85966 -1.34574 1.0633 1.6579 -0.6764 0.5085
C 0.44235 2.48848 -2.19378 0.2322 -0.5710 0.4938 -0.8091
N 1.92320 0.72374 -0.03572 -0.4791 0.5996 -0.1989 -0.6753
H -2.23062 -2.08871 -0.96734 0.2109 0.1737 0.0374 0.3397
H -0.91936 -0.80267 -2.98064 0.0657 0.0695 0.3364 0.4395
H -0.38013 -2.93335 0.81404 0.0220 0.4227 -0.0294 0.4868
H 2.04476 -2.10434 -0.02812 -0.3177 0.4186 -0.0035 0.3208
H 1.71339 -0.82953 -2.40545 -0.2139 0.2021 0.4131 0.3408
H -2.33425 1.03485 -1.37255 0.5768 0.1277 0.3780 0.2393
H 2.38323 1.36006 0.64303 -0.5923 0.1390 -0.0026 -0.0384
H -1.97929 2.18902 0.05084 0.5108 -0.3307 -0.3900 0.1025
H 0.03533 3.22133 -2.90083 -0.1988 -0.0817 0.1270 0.2955
H 1.52109 2.30077 -2.19713 -0.5962 -0.0910 0.0795 0.3668
Cl -0.94761 0.91394 8.55462 -0.1369 0.2366 0.9341 -0.2690
C -0.68928 0.50250 6.91324 0.2984 -0.4470 -1.9031 0.4553
C 0.00711 -0.67293 6.58566 -0.2569 0.4885 -0.1212 -0.5311
C 0.21486 -0.99897 5.24227 -0.1909 0.3070 0.2724 -0.2447
C -0.27566 -0.17818 4.21892 -0.0659 0.1900 0.6119 -0.1471
C -0.96369 0.99723 4.55564 0.1198 -0.2003 0.3744 -0.2849
C -1.16727 1.34574 5.89532 0.2877 -0.4829 0.1685 -0.5632
C -0.02011 -0.55578 2.77484 0.2205 -0.1873 -1.6889 0.7091
O 0.72172 -1.52684 2.54428 -0.8591 1.1240 0.8496 -0.6616
O -0.62757 0.21692 1.92216 0.2960 -0.9044 1.4455 -0.7681
H 0.39275 -1.30852 7.37886 -0.0847 0.0903 -0.0885 0.3591
H 0.77378 -1.89620 4.97651 -0.1778 0.2648 -0.0852 0.4269
H -1.32879 1.64262 3.75640 0.1531 -0.2712 0.1498 0.3956
H -1.67850 2.26766 6.15825 0.0281 -0.1333 -0.0106 0.3630
```
Positions in Å, forces in eV/Å.

Spin multiplicity: 1
E_HOMO (spin up / spin down): 1.57 / 1.57 eV
Net charge: -2
LUMO energy (spin up / spin down): 4.1 / 4.1 eV
Energy above the lowest of the compared OMol25 structures with the same formula, charge and spin: 104.4 kJ/mol
E_tot: -3024.525205 a.u.